DFT (wB97M-V/def2-TZVPD) results for one molecule with the formula C6H8 in a non-equilibrium geometry.

The geometry in XYZ format:
```
14
Properties=species:S:1:pos:R:3:lowdin_charge:R:1
C -1.7059 -1.0345 1.7752 0.080
C -0.8726 -0.7672 0.9556 -0.036
C 0.2340 -0.4634 -0.3032 -0.281
C 1.6756 -0.7419 0.0720 -0.078
C 0.0379 0.9222 -0.9469 -0.172
C -0.9532 1.7402 -0.7409 0.006
H -2.3649 -1.0388 2.5183 -0.025
H -0.0880 -1.2587 -0.9090 0.097
H 2.1691 -0.9926 -0.7945 0.053
H 2.1047 0.0310 0.6751 0.082
H 1.7725 -1.6447 0.6262 0.071
H 0.5873 1.2128 -1.7514 0.067
H -0.8342 2.7511 -1.0860 0.058
H -1.7623 1.2846 -0.0905 0.078
```

## Properties
- HOMO-LUMO gap: 10.99 eV
- LUMO: 1.144 eV
- Energy relative to the best compared isomer or geometry (same formula, charge and spin): 3.2224 eV
- E_tot: -233.268583 Ha
- 2S+1: 1

***

DFT (wB97M-V/def2-TZVPD) results for a 2-piece molecular cluster, C4H10O overall in a non-equilibrium geometry.

The geometry in XYZ format:
```
15
Properties=species:S:1:pos:R:3:lowdin_charge:R:1
C -1.1125 1.5716 0.8517 -0.013
C 0.1578 0.9807 0.4406 -0.027
C 0.4520 0.2569 -0.7088 0.001
C 1.8118 -0.2623 -0.9366 -0.020
H -1.5242 1.9923 -0.1282 0.152
H -1.1436 2.1399 1.7778 0.107
H -1.9826 0.8803 0.8532 0.132
H 0.9730 1.1778 1.1245 0.138
H -0.3810 0.5182 -1.3939 0.156
H 2.5140 0.5626 -0.6593 0.136
H 1.8382 -0.6905 -1.9406 0.103
H 2.0891 -1.0252 -0.1988 0.118
H -1.1111 -2.2355 0.9180 0.022
H -0.9839 -3.2514 -0.1830 0.037
O -1.5971 -2.6154 0.1835 -0.043
```

## Properties
- HOMO-LUMO gap (spin up / spin down): 10.11 / 6.83 eV
- LUMO (spin up / spin down): -5.017 / -8.301 eV
- Energy relative to the best compared isomer or geometry (same formula, charge and spin): 0.9361 eV
- Net charge: +1
- E_tot: -233.262214 Ha
- 2S+1: 2

***

DFT (wB97M-V/def2-TZVPD) results for C23H24ClCuNO7S2 as an isolated structure.

The geometry in XYZ format:
```
59
Properties=species:S:1:pos:R:3:lowdin_charge:R:1
Cu 1.0652 0.8180 -0.2244 0.278
O 0.7532 0.5257 -7.7805 0.078
C 0.0618 1.5998 -7.2970 -0.498
O -0.5004 2.3177 -8.0883 0.070
C 0.0819 1.7876 -5.8362 -0.177
C -0.3274 3.0182 -5.3136 -0.039
C -0.2953 3.2589 -3.9591 -0.126
C 0.1361 2.2804 -3.0384 -0.672
S 0.1575 2.6432 -1.3467 0.659
C 0.5228 1.0366 -3.5734 -0.097
C 0.5000 0.8049 -4.9310 -0.040
H 1.2339 0.1182 -7.0503 0.077
H -0.6590 3.7840 -6.0036 0.109
H -0.5997 4.2234 -3.5716 0.088
H 0.8553 0.2567 -2.9033 0.084
H 0.7869 -0.1887 -5.2664 0.107
O 2.8242 0.5083 -1.4442 -0.442
Cl 4.0855 1.2393 -1.2108 0.658
O 4.2649 2.1989 -2.2604 -0.341
O 5.1559 0.2769 -1.2242 -0.356
O 4.0016 1.8851 0.0700 -0.345
O 0.2060 1.1770 1.5358 -0.547
S 0.0304 -0.2637 2.0987 0.884
C -0.9813 0.5824 3.6571 -0.272
C -1.7980 1.7105 3.6228 -0.094
C -2.4307 2.1744 4.7680 -0.117
C -2.2514 1.5178 5.9837 -0.142
C -1.4312 0.3997 6.0378 -0.130
C -0.8060 -0.0533 4.8783 -0.135
C -1.5847 -0.8690 1.5955 -0.342
C -2.1739 -1.9545 2.2278 -0.095
C -3.4259 -2.3954 1.8218 -0.108
C -4.0945 -1.7494 0.7905 -0.123
C -3.5008 -0.6563 0.1684 -0.088
C -2.2481 -0.2155 0.5648 -0.065
H -1.9284 2.2315 2.6792 0.100
H -3.0658 3.0540 4.7213 0.085
H -2.7430 1.8806 6.8799 0.079
H -1.2762 -0.1128 6.9827 0.081
H -0.1551 -0.9271 4.9200 0.086
H -1.6564 -2.4486 3.0414 0.102
H -3.8818 -3.2460 2.3163 0.089
H -5.0716 -2.0947 0.4730 0.083
H -4.0146 -0.1462 -0.6381 0.096
H -1.7717 0.6300 0.0805 0.085
C 1.0569 -3.1382 1.5183 -0.085
C 1.7257 -1.9826 0.7495 -0.716
C 2.1331 -2.5269 -0.6226 -0.068
C 2.9862 -1.5371 1.5089 -0.054
N 0.7819 -0.8870 0.5586 -0.259
H 1.7276 -4.0029 1.5563 0.069
H 0.1316 -3.4314 1.0176 0.074
H 0.8182 -2.8488 2.5437 0.050
H 2.8297 -3.3659 -0.5111 0.072
H 2.6169 -1.7531 -1.2152 0.053
H 1.2439 -2.8747 -1.1549 0.075
H 3.6777 -2.3753 1.6539 0.074
H 2.7151 -1.1395 2.4899 0.066
H 3.5055 -0.7550 0.9534 0.059
```

## Properties
- HOMO-LUMO gap (spin up / spin down): 6.24 / 6.08 eV
- LUMO (spin up / spin down): 4.541 / 4.541 eV
- Energy relative to the best compared isomer or geometry (same formula, charge and spin): 0.0041 eV
- Net charge: -2
- E_tot: -4369.090888 Ha
- 2S+1: 2

***

DFT (wB97M-V/def2-TZVPD) results for C11H10EuF9NO as an isolated structure in a non-equilibrium geometry.

The geometry in XYZ format:
```
33
Properties=species:S:1:pos:R:3:lowdin_charge:R:1
C 0.2969 -1.9020 -1.5091 -0.294
C -0.9648 -1.2293 -1.5382 -0.271
C -1.6682 -1.5320 -0.3455 -0.191
C -0.8319 -2.3474 0.4379 -0.208
C 0.3722 -2.5758 -0.2539 -0.237
Eu 0.9928 0.4436 -0.0578 1.817
N 3.7369 -1.0797 0.1215 -0.347
C 0.1568 2.3360 -0.6110 -0.465
C -0.5503 2.0506 -1.7439 -0.161
H -2.6884 -1.2460 -0.1164 0.080
H -1.3236 -0.5720 -2.3466 0.070
H -1.1050 -2.7826 1.4183 0.088
H 1.2136 -3.1984 0.0805 0.080
H 1.0353 -1.9422 -2.3084 0.071
H -0.2058 1.3826 -2.4995 0.006
H -0.1852 2.2924 0.4439 0.019
H 3.9534 -0.0513 -0.0048 -0.326
H -1.5286 2.4088 -2.0293 0.038
H 1.1029 2.9207 -0.6441 0.063
F -1.0017 3.6246 2.7138 0.143
C -1.4983 2.4832 3.2553 -0.480
F -1.7454 2.7081 4.5800 0.132
F -2.6698 2.2115 2.6357 0.153
C -0.4733 1.2818 3.1005 -0.278
O -0.1385 1.0158 1.7974 -0.341
C 0.8936 1.5677 3.8182 -0.490
F 0.7385 1.7389 5.1563 0.139
F 1.7517 0.5318 3.6042 0.134
F 1.4753 2.6848 3.2990 0.135
C -1.1457 -0.0409 3.5989 -0.496
F -1.4169 0.0290 4.9254 0.138
F -2.3029 -0.2916 2.9307 0.143
F -0.3239 -1.1053 3.3814 0.135
```

## Properties
- HOMO-LUMO gap (spin up / spin down): 6.52 / 5.95 eV
- LUMO (spin up / spin down): 2.554 / 2.452 eV
- Energy relative to the best compared isomer or geometry (same formula, charge and spin): 6.1541 eV
- Net charge: -1
- E_tot: -2164.050491 Ha
- 2S+1: 7

***

DFT (wB97M-V/def2-TZVPD) results for a 5-piece molecular cluster, C45H95N5O5 overall in a non-equilibrium geometry.

The geometry in XYZ format:
```
150
Properties=species:S:1:pos:R:3:lowdin_charge:R:1
C -14.8950 -3.3974 14.9567 -0.040
C -13.8745 -4.5463 14.7772 -0.480
C -14.2992 -5.6828 15.7230 -0.008
C -13.9934 -4.9136 13.2810 -0.130
C -12.8190 -5.7148 12.6911 -0.178
C -11.5227 -5.0166 13.0173 -0.156
C -11.3482 -4.7053 14.5035 -0.510
C -11.0544 -6.0046 15.2658 -0.026
C -10.0899 -3.8157 14.5535 -0.036
N -12.5293 -4.0037 14.9908 -0.081
O -12.3304 -3.6174 16.3466 -0.022
H -14.6839 -2.5534 14.2931 0.067
H -15.9209 -3.7073 14.7563 0.091
H -14.8361 -2.9633 15.9581 0.067
H -14.5948 -6.6074 15.2192 0.082
H -13.4920 -5.9803 16.3902 0.069
H -15.1663 -5.3683 16.3024 0.062
H -14.8224 -5.6270 13.2078 0.116
H -14.2760 -4.0593 12.6708 0.089
H -12.8746 -6.7286 13.0972 0.104
H -12.9477 -5.8060 11.6105 0.112
H -11.5218 -4.0600 12.4797 0.106
H -10.7524 -5.6069 12.5102 0.129
H -10.0032 -6.3046 15.2960 0.083
H -11.6306 -6.8439 14.8825 0.076
H -11.2340 -5.8189 16.3296 0.080
H -10.1073 -2.9175 13.9394 0.082
H -9.1977 -4.3833 14.2769 0.085
H -9.8647 -3.6273 15.6103 0.073
H -12.1078 -2.6833 16.2391 0.071
C -21.5461 -2.0339 18.7986 -0.045
C -20.0223 -1.9968 19.0193 -0.512
C -19.4839 -0.7119 18.2975 -0.012
C -19.8770 -1.8748 20.5476 -0.153
C -18.4936 -2.1865 21.0621 -0.189
C -17.9990 -3.5317 20.5262 -0.138
C -18.0888 -3.6058 19.0099 -0.497
C -16.9647 -2.7013 18.4139 -0.043
C -17.6632 -5.0223 18.5883 -0.044
N -19.4319 -3.2259 18.5466 -0.092
O -19.4590 -3.3241 17.1362 -0.015
H -22.0356 -1.1145 19.1227 0.084
H -21.7694 -2.0833 17.7275 0.079
H -21.9781 -2.9023 19.2896 0.084
H -20.0523 0.0864 18.7755 0.081
H -18.4256 -0.5132 18.1936 0.059
H -19.8271 -0.8318 17.2656 0.077
H -20.3053 -0.9426 20.9175 0.122
H -20.5112 -2.6178 21.0539 0.119
H -17.8327 -1.3383 20.8567 0.109
H -18.5264 -2.3296 22.1472 0.112
H -18.6755 -4.2733 20.9637 0.125
H -16.9746 -3.7002 20.8524 0.125
H -15.9672 -3.1054 18.5952 0.083
H -16.8941 -1.7005 18.8395 0.054
H -17.1534 -2.5843 17.3469 0.080
H -18.3019 -5.8503 18.9042 0.085
H -16.6700 -5.1501 19.0255 0.081
H -17.4576 -5.2108 17.5299 0.071
H -19.9142 -4.1566 16.9739 0.109
C -12.9008 2.2230 17.9730 -0.020
C -12.9441 0.7265 17.6388 -0.507
C -14.3281 0.1187 18.0018 -0.026
C -12.8370 0.5362 16.1160 -0.146
C -11.4261 0.8010 15.5984 -0.158
C -10.4626 -0.1846 16.2702 -0.121
C -10.5708 -0.2686 17.8230 -0.495
C -9.9231 -1.5776 18.3158 -0.018
C -9.6378 0.9196 18.3001 -0.025
N -11.9228 -0.0895 18.2588 -0.113
O -12.0659 -0.1987 19.6655 0.008
H -13.6302 2.7812 17.3881 0.095
H -12.9879 2.3913 19.0462 0.085
H -11.9288 2.5937 17.6430 0.044
H -14.9814 0.1625 17.1292 0.078
H -14.2485 -0.9476 18.2191 0.078
H -14.7692 0.5875 18.8812 0.079
H -13.0626 -0.4966 15.8246 0.114
H -13.5940 1.1473 15.6193 0.120
H -11.3695 0.6567 14.5181 0.105
H -11.1762 1.8408 15.8175 0.101
H -9.4735 0.2146 16.0296 0.117
H -10.4351 -1.2045 15.8760 0.092
H -9.7970 -1.5605 19.3966 0.082
H -8.9126 -1.5596 17.8994 0.085
H -10.4300 -2.4757 17.9664 0.072
H -10.0025 1.8414 17.8545 0.056
H -8.5827 0.6602 18.2645 0.084
H -9.7898 1.0795 19.3800 0.074
H -11.7595 0.6674 19.9836 0.087
C -6.5286 6.7306 17.9889 -0.033
C -7.4439 6.9046 19.1918 -0.524
C -6.5619 6.7659 20.4386 -0.039
C -8.0320 8.3382 19.1689 -0.137
C -9.1085 8.4596 18.0934 -0.174
C -10.2316 7.4441 18.3100 -0.140
C -9.7582 5.9781 18.3660 -0.508
C -10.8398 5.1543 19.0471 -0.038
C -9.4070 5.4806 16.9610 -0.019
N -8.5719 5.9913 19.2409 -0.106
O -8.1959 4.6635 19.5795 -0.027
H -6.1274 5.7170 17.9258 0.093
H -7.0959 6.8864 17.0725 0.058
H -5.7043 7.4427 17.9929 0.086
H -5.6173 7.3030 20.3386 0.084
H -6.9847 7.0811 21.3942 0.084
H -6.2756 5.7148 20.5294 0.077
H -8.4107 8.6869 20.1343 0.118
H -7.1990 9.0335 19.0203 0.118
H -9.5981 9.4315 18.1895 0.112
H -8.6330 8.3549 17.1203 0.100
H -10.9430 7.5940 17.4860 0.121
H -10.8979 7.6938 19.1411 0.119
H -10.7171 4.0774 18.9343 0.057
H -11.8484 5.4508 18.7552 0.090
H -10.7932 5.3357 20.1248 0.091
H -10.3547 5.1532 16.5136 0.084
H -8.8233 4.5607 17.0177 0.085
H -8.9500 6.2445 16.3436 0.067
H -8.5158 4.5676 20.4829 0.102
C -11.2038 -2.0123 8.8651 -0.027
C -11.7933 -0.5944 8.7069 -0.532
C -10.6790 0.2330 8.0587 -0.047
C -12.9685 -0.5696 7.7309 -0.138
C -14.1833 -1.3148 8.3119 -0.166
C -14.5726 -0.6413 9.6482 -0.134
C -13.4046 -0.4739 10.6422 -0.498
C -13.8581 0.6666 11.5738 -0.039
C -13.2099 -1.7575 11.4585 -0.031
N -12.2040 0.0151 9.9556 -0.094
O -11.1257 0.0316 10.8822 -0.019
H -11.9371 -2.7494 9.1979 0.055
H -10.8753 -2.4426 7.9151 0.088
H -10.3623 -1.9878 9.5541 0.084
H -9.7304 0.2002 8.5928 0.080
H -10.4670 -0.0617 7.0288 0.084
H -11.0288 1.2661 7.9542 0.087
H -13.3108 0.4410 7.4912 0.122
H -12.6609 -1.0116 6.7819 0.119
H -15.0814 -1.3857 7.6991 0.108
H -13.8500 -2.3452 8.4693 0.097
H -15.3879 -1.2163 10.0981 0.119
H -15.1064 0.2773 9.3875 0.116
H -14.8164 0.4123 12.0385 0.086
H -13.9722 1.6189 11.0611 0.086
H -13.1998 0.8022 12.4376 0.067
H -12.4701 -1.6293 12.2491 0.081
H -13.0413 -2.6849 10.9193 0.067
H -14.1484 -1.8726 12.0121 0.069
H -10.9061 0.9685 10.9256 0.109
```

## Properties
- HOMO-LUMO gap: 8.68 eV
- LUMO: 0.554 eV
- Energy relative to the best compared isomer or geometry (same formula, charge and spin): 0.8171 eV
- E_tot: -2421.316112 Ha
- 2S+1: 1